A cluster of 2 separate species, C4H8O3 in total, computed with ωB97M-V/def2-TZVPD.

Molar mass   104.10 g/mol
HOMO level   -8.82 eV
Total energy   -10415.93202 eV
Spin multiplicity   1
Kohn-Sham gap   8.51 eV
Relative energy (zero: lowest compared OMol25 entry of this formula, charge and spin)   5.0715 eV

Last column: Mulliken charge in e.
Positions of all 15 atoms, in Å:
C1 -0.53 0.10 0.62  0.53
C2 -0.28 -0.85 -0.47  -0.53
C3 0.69 0.96 -0.07  0.44
C4 0.47 1.89 -1.01  -0.95
O1 -0.35 -0.36 1.84  -0.82
O2 1.88 0.65 0.48  -0.46
O3 -0.94 -2.47 0.63  -0.70
H1 -0.71 -1.77 1.46  0.43
H2 2.58 1.17 0.05  0.33
H3 -1.91 -2.49 0.64  0.33
H4 -1.42 0.72 0.45  0.26
H5 -0.83 -0.79 -1.41  0.35
H6 0.65 -1.40 -0.49  0.28
H7 -0.54 2.07 -1.37  0.27
H8 1.24 2.57 -1.35  0.25

=====

The molecule C12H9F3N2O4S2, computed with ωB97M-V/def2-TZVPD.

Molar mass   366.34 g/mol
HOMO level   -8.93 eV
Total energy   -53583.66444 eV
SMILES   NC(=O)c1cc(S(=O)(=O)Nc2ccc(OC(F)(F)F)cc2)cs1
Spin multiplicity   1
Kohn-Sham gap   8.74 eV
Relative energy (zero: lowest compared OMol25 entry of this formula, charge and spin)   0.0000 eV

Last column: Mulliken charge in e.
Positions of all 32 atoms, in Å:
N1 3.68 1.42 -2.33  -0.35
C1 3.09 0.74 -1.32  0.65
O1 3.33 0.95 -0.15  -0.61
C2 2.13 -0.31 -1.72  0.26
C3 1.50 -1.16 -0.85  -0.96
C4 0.61 -2.03 -1.51  0.09
S1 -0.45 -3.21 -0.69  1.13
O2 0.22 -3.74 0.45  -0.61
O3 -1.00 -4.09 -1.67  -0.69
N2 -1.73 -2.24 -0.20  -0.28
C5 -1.54 -1.08 0.54  0.50
C6 -2.26 0.07 0.26  -1.01
C7 -2.08 1.23 1.00  -0.59
C8 -1.15 1.22 2.03  0.48
O4 -0.86 2.33 2.85  -0.38
C9 -1.40 3.51 2.58  0.90
F1 -2.74 3.55 2.70  -0.25
F2 -1.13 3.97 1.35  -0.24
F3 -0.92 4.40 3.44  -0.28
C10 -0.43 0.07 2.33  -0.41
C11 -0.63 -1.08 1.60  -0.46
C12 0.57 -1.85 -2.86  -0.18
S2 1.62 -0.60 -3.36  -0.30
H1 3.48 1.23 -3.30  0.15
H2 4.34 2.14 -2.09  0.23
H3 1.68 -1.16 0.20  0.56
H4 -2.45 -2.19 -0.92  0.28
H5 -2.99 0.07 -0.54  0.30
H6 -2.65 2.10 0.76  0.40
H7 0.28 0.10 3.14  0.49
H8 -0.09 -1.98 1.83  0.64
H9 -0.02 -2.40 -3.56  0.53

=====

A structure of composition C2H2Cl6, computed with ωB97M-V/def2-TZVPD.

Molar mass   238.76 g/mol
HOMO level   -10.66 eV
Total energy   -77237.40723 eV
Spin multiplicity   1
Kohn-Sham gap   10.86 eV
Relative energy (zero: lowest compared OMol25 entry of this formula, charge and spin)   3.4264 eV

Last column: Mulliken charge in e.
Positions of all 10 atoms, in Å:
C1 1.17 -0.57 1.44  0.37
Cl1 1.71 -1.83 0.29  -0.13
Cl2 2.15 0.92 1.22  -0.13
Cl3 1.35 -1.04 3.14  -0.15
H1 0.16 -0.20 1.29  0.13
C2 -1.29 0.48 -1.55  -0.07
Cl4 -0.75 2.04 -2.26  -0.12
Cl5 -3.06 0.48 -1.22  -0.14
Cl6 -0.22 0.06 -0.08  -0.07
H2 -1.22 -0.34 -2.26  0.31

=====

The molecule C16H18N2O3, computed with ωB97M-V/def2-TZVPD.

Molar mass   286.33 g/mol
HOMO level   -8.99 eV
Total energy   -26007.51021 eV
SMILES   O=C(CNC(=O)c1ccco1)NCCCc1ccccc1
Spin multiplicity   1
Kohn-Sham gap   9.55 eV
Relative energy (zero: lowest compared OMol25 entry of this formula, charge and spin)   1.5074 eV

Last column: Mulliken charge in e.
Positions of all 39 atoms, in Å:
O1 3.78 -0.57 -1.02  -0.69
C1 2.63 -0.82 -0.73  0.70
C2 2.05 -2.25 -0.77  -0.82
N1 0.99 -2.39 -1.74  -0.10
C3 -0.28 -2.01 -1.50  0.35
O2 -0.63 -1.47 -0.45  -0.78
C4 -1.22 -2.29 -2.58  0.37
C5 -2.57 -2.05 -2.66  -0.39
C6 -2.99 -2.52 -3.92  -0.44
C7 -1.87 -3.02 -4.52  -0.43
O3 -0.80 -2.89 -3.73  -0.37
N2 1.72 0.09 -0.33  0.11
C8 2.01 1.49 -0.17  -0.80
C9 1.48 2.00 1.17  -0.44
C10 -0.05 2.08 1.21  -0.64
C11 -0.52 2.53 2.56  0.11
C12 -0.83 1.60 3.55  -0.27
C13 -1.22 2.01 4.81  -0.62
C14 -1.31 3.36 5.10  -0.40
C15 -1.00 4.30 4.13  -0.57
C16 -0.60 3.88 2.87  -0.31
H1 2.86 -2.94 -1.02  0.38
H2 1.65 -2.48 0.22  0.27
H3 1.22 -2.74 -2.66  0.28
H4 -3.17 -1.59 -1.90  0.53
H5 -3.98 -2.49 -4.33  0.45
H6 -1.71 -3.47 -5.48  0.47
H7 0.78 -0.24 -0.12  0.17
H8 1.55 2.06 -0.99  0.34
H9 3.09 1.60 -0.22  0.40
H10 1.83 1.34 1.97  0.29
H11 1.89 3.00 1.36  0.39
H12 -0.48 1.10 0.98  0.20
H13 -0.39 2.78 0.44  0.39
H14 -0.77 0.54 3.32  0.39
H15 -1.47 1.28 5.56  0.37
H16 -1.61 3.68 6.08  0.37
H17 -1.06 5.35 4.35  0.37
H18 -0.37 4.61 2.11  0.37

=====

The molecule C6H11NO, computed with ωB97M-V/def2-TZVPD.

Molar mass   113.16 g/mol
HOMO level   -9.50 eV
Total energy   -9937.45080 eV
SMILES   C[C@@H]1CCCN1C=O
Spin multiplicity   1
Kohn-Sham gap   10.48 eV
Relative energy (zero: lowest compared OMol25 entry of this formula, charge and spin)   1.0036 eV

Last column: Mulliken charge in e.
Positions of all 19 atoms, in Å:
C1 -0.56 0.78 -1.89  -1.49
C2 0.25 0.27 -0.71  0.30
C3 0.17 -1.25 -0.61  -0.78
C4 0.08 -1.59 0.97  -0.63
C5 -0.46 -0.27 1.54  -0.55
N1 -0.17 0.79 0.58  -0.03
C6 0.60 1.83 1.10  0.04
O1 1.30 2.54 0.40  -0.53
H1 -0.78 1.84 -1.76  0.36
H2 -0.03 0.60 -2.81  0.36
H3 -1.48 0.21 -2.04  0.33
H4 1.29 0.56 -0.91  0.35
H5 -0.67 -1.73 -1.11  0.32
H6 1.00 -1.67 -1.19  0.41
H7 1.10 -1.93 1.18  0.24
H8 -0.53 -2.48 0.87  0.36
H9 -0.11 0.03 2.52  0.39
H10 -1.51 -0.56 1.69  0.21
H11 0.51 2.02 2.18  0.33

=====

A structure of composition C21H25Br48F3NO5S2, computed with ωB97M-V/def2-TZVPD.

Molar mass   4327.95 g/mol
HOMO level   -6.46 eV
Total energy   -3425768.12626 eV
Spin multiplicity   1
Kohn-Sham gap   7.16 eV
Total charge   -1

Last column: Mulliken charge in e.
Positions of all 105 atoms, in Å:
C1 -1.36 1.22 -0.49  -0.11
C2 -2.01 0.62 -1.71  -0.85
S1 -2.66 -1.00 -1.41  0.90
O1 -2.34 -1.35 -0.09  -0.65
O2 -2.01 -1.83 -2.34  -0.69
N1 -4.18 -0.98 -1.78  -0.39
S2 -5.10 -0.55 -0.60  1.58
O3 -4.89 0.78 -0.15  -0.74
O4 -5.20 -1.45 0.47  -0.73
C3 -6.69 -0.66 -1.37  -1.69
C4 -7.49 0.55 -1.11  0.05
O5 -6.89 1.70 -1.64  -0.58
C5 -8.90 0.42 -1.68  0.67
F1 -9.29 1.54 -2.22  -0.25
F2 -9.75 0.16 -0.73  -0.30
F3 -9.01 -0.49 -2.59  -0.32
H1 -1.56 0.68 0.40  -0.04
H2 -0.32 1.30 -0.66  0.17
H3 -1.74 2.20 -0.37  -0.04
H4 -2.75 1.26 -2.12  0.44
H5 -1.28 0.50 -2.47  0.54
H6 -6.63 -0.89 -2.41  0.43
H7 -7.19 -1.47 -0.92  0.78
H8 -7.60 0.66 -0.06  0.51
H9 -6.56 2.19 -0.90  0.35
C6 2.50 -0.28 0.64  0.33
Br1 0.84 -1.08 0.14  0.10
Br2 2.26 1.53 1.27  -0.03
Br3 3.44 -1.36 1.93  -0.07
H10 3.12 -0.22 -0.23  -0.26
C7 5.56 -3.13 5.10  -0.20
Br4 4.90 -4.49 6.28  0.00
Br5 6.55 -1.78 6.04  0.02
Br6 6.58 -3.88 3.65  0.08
H11 4.70 -2.65 4.65  0.12
C8 3.69 -1.23 -3.84  -0.06
Br7 4.99 -0.40 -2.69  0.00
Br8 1.89 -0.72 -3.39  0.09
Br9 4.07 -0.91 -5.70  -0.06
H12 3.77 -2.29 -3.69  0.00
C9 9.51 -4.79 5.93  0.43
Br10 8.86 -6.15 7.11  0.01
Br11 10.49 -3.44 6.87  0.07
Br12 10.53 -5.54 4.48  0.04
H13 8.65 -4.31 5.49  -0.45
C10 -1.55 0.51 3.59  0.14
Br13 -3.34 0.02 3.16  0.07
Br14 -1.41 2.37 4.07  0.04
Br15 -0.82 -0.60 4.99  -0.06
H14 -0.95 0.36 2.71  -0.23
C11 -11.68 4.16 0.03  -0.11
Br16 -9.92 3.44 -0.20  0.08
Br17 -12.46 3.62 1.70  -0.02
Br18 -11.71 6.07 -0.18  -0.02
H15 -12.30 3.75 -0.75  0.05
C12 12.01 0.12 7.09  -0.03
Br19 13.46 0.92 8.07  -0.03
Br20 10.31 0.83 7.64  0.02
Br21 12.26 0.28 5.19  0.01
H16 12.01 -0.93 7.32  -0.03
C13 4.00 -5.19 -0.54  -0.40
Br22 3.96 -6.94 -1.31  -0.02
Br23 5.78 -4.69 -0.02  -0.01
Br24 3.23 -3.88 -1.72  0.14
H17 3.39 -5.21 0.35  0.37
C14 -15.09 6.32 -2.82  -0.32
Br25 -16.47 6.07 -4.14  -0.04
Br26 -15.83 6.57 -1.06  -0.01
Br27 -13.82 4.88 -2.84  0.02
H18 -14.56 7.21 -3.07  0.36
C15 8.02 1.48 -5.64  -0.28
Br28 8.05 -0.42 -5.40  -0.02
Br29 6.27 2.21 -5.35  -0.02
Br30 9.34 2.36 -4.55  -0.03
H19 8.28 1.68 -6.67  0.33
C16 11.17 -7.73 1.33  0.12
Br31 9.92 -7.11 0.01  0.02
Br32 10.49 -9.25 2.29  0.00
Br33 12.90 -8.10 0.56  -0.02
H20 11.31 -6.94 2.04  -0.20
C17 -5.46 -4.66 -3.32  -0.34
Br34 -4.55 -4.50 -5.01  -0.04
Br35 -4.25 -4.64 -1.84  0.01
Br36 -6.81 -3.30 -3.12  0.04
H21 -5.97 -5.61 -3.32  0.35
C18 3.76 -8.00 -5.71  -0.32
Br37 3.72 -9.48 -4.48  -0.04
Br38 3.04 -6.42 -4.92  0.03
Br39 5.53 -7.71 -6.40  -0.02
H22 3.13 -8.26 -6.54  0.32
C19 -1.57 6.10 0.02  -0.19
Br40 -2.09 5.10 -1.53  0.02
Br41 -1.31 4.99 1.57  0.03
Br42 -0.02 7.19 -0.33  -0.01
H23 -2.38 6.77 0.25  0.14
C20 -2.28 10.49 -2.11  -0.34
Br43 -3.23 9.15 -1.13  0.03
Br44 -1.48 11.79 -0.94  -0.01
Br45 -0.98 9.72 -3.30  -0.01
H24 -3.00 11.01 -2.72  0.34
C21 1.72 4.69 5.61  -0.32
Br46 1.80 4.80 3.70  0.03
Br47 3.07 5.78 6.45  -0.06
Br48 -0.04 5.10 6.27  -0.04
H25 1.93 3.67 5.88  0.37